No. 1
{"formula": "C37H68BrN4O11P", "method": "ωB97M-V with the def2-TZVPD basis set", "homo_lumo_gap_ev": 6.899, "largest_force_ev_per_a": 8.895, "energy_ha": -5412.0846, "e_homo_ev": -8.73, "symbols": ["C", "O", "C", "C", "C", "C", "C", "C", "C", "C", "C", "C", "C", "C", "C", "C", "C", "C", "O", "Br", "C", "O", "C", "C", "C", "C", "O", "C", "C", "P", "O", "O", "C", "O", "H", "H", "H", "H", "H", "H", "H", "H", "H", "H", "H", "H", "H", "H", "H", "H", "H", "H", "H", "H", "H", "H", "H", "H", "H", "H", "H", "H", "H", "H", "H", "H", "H", "H", "H", "H", "H", "H", "H", "H", "C", "O", "N", "C", "C", "H", "H", "H", "H", "H", "H", "H", "C", "O", "N", "C", "C", "H", "H", "H", "H", "H", "H", "H", "C", "O", "N", "C", "C", "H", "H", "H", "H", "H", "H", "H", "C", "O", "N", "C", "C", "H", "H", "H", "H", "H", "H", "H"], "xyz": [[-4.719, -3.430, 6.468], [-3.864, -4.363, 5.714], [-4.432, -4.672, 4.383], [-3.796, -6.028, 3.697], [-2.226, -6.320, 4.110], [-1.269, -6.754, 2.840], [-0.308, -5.469, 2.504], [1.160, -5.512, 3.305], [1.959, -4.151, 2.807], [3.425, -3.933, 3.507], [3.831, -2.336, 3.225], [3.957, -1.966, 1.633], [3.570, -0.422, 1.243], [2.160, 0.125, 1.875], [1.046, 0.601, 0.748], [0.154, -0.385, 0.015], [0.252, -2.027, 0.249], [1.206, -2.679, -0.924], [1.901, -1.886, -1.753], [1.423, -4.681, -1.210], [-0.968, 0.139, -1.059], [-2.062, -0.650, -1.221], [-0.757, 1.583, -1.837], [-1.531, 1.766, -3.273], [-1.215, 0.471, -4.263], [-2.558, -0.256, -4.859], [-3.152, -1.282, -3.988], [-2.315, -2.489, -3.892], [0.091, 2.597, -1.151], [0.363, 4.348, -1.951], [0.877, 4.199, -3.612], [1.742, 5.092, -1.115], [0.797, 2.196, 0.311], [1.161, 3.173, 1.186], [-3.994, -2.667, 7.031], [-5.455, -2.802, 5.808], [-5.329, -4.024, 7.304], [-4.402, -3.735, 3.647], [-5.592, -4.877, 4.565], [-4.441, -6.935, 4.111], [-3.978, -5.969, 2.532], [-2.245, -7.250, 4.843], [-1.733, -5.364, 4.587], [-2.002, -6.873, 1.905], [-0.711, -7.773, 2.973], [-0.779, -4.419, 2.794], [-0.089, -5.397, 1.339], [1.732, -6.442, 2.824], [1.044, -5.591, 4.466], [1.268, -3.240, 3.148], [2.001, -4.203, 1.638], [4.270, -4.651, 3.135], [3.302, -4.100, 4.679], [4.919, -2.187, 3.691], [3.133, -1.601, 3.842], [3.364, -2.667, 0.908], [5.108, -2.105, 1.350], [4.482, 0.317, 1.458], [3.432, -0.402, 0.058], [1.628, -0.608, 2.617], [2.434, 1.110, 2.492], [-0.810, -2.550, 0.207], [0.647, -2.173, 1.341], [-1.320, 2.802, -3.802], [-2.689, 1.720, -3.039], [-0.435, -0.279, -3.772], [-0.645, 0.935, -5.203], [-2.422, -0.725, -5.937], [-3.388, 0.591, -4.988], [-2.958, -3.381, -4.340], [-1.256, -2.401, -4.383], [-2.126, -2.790, -2.755], [0.819, 3.238, -3.931], [2.562, 4.568, -1.419], [-7.283, -1.632, 3.939], [-7.247, -2.633, 3.235], [-6.815, -0.384, 3.580], [-6.894, 0.754, 4.472], [-6.226, -0.206, 2.269], [-7.710, -1.657, 4.955], [-7.490, 1.537, 3.995], [-5.883, 1.126, 4.661], [-7.359, 0.478, 5.423], [-6.967, -0.468, 1.508], [-5.368, -0.877, 2.171], [-5.904, 0.829, 2.129], [-1.877, 5.796, -6.816], [-2.096, 4.930, -5.979], [-0.628, 6.206, -7.235], [-0.452, 7.240, -8.234], [0.545, 5.583, -6.659], [-2.698, 6.334, -7.318], [0.097, 6.822, -9.083], [0.122, 8.061, -7.795], [-1.415, 7.621, -8.582], [0.511, 4.507, -6.858], [0.536, 5.741, -5.576], [1.457, 6.008, -7.086], [5.180, 4.676, 3.139], [4.654, 3.801, 3.814], [4.580, 5.356, 2.099], [5.272, 6.381, 1.347], [3.212, 5.034, 1.749], [6.219, 4.998, 3.322], [4.723, 7.322, 1.443], [5.309, 6.083, 0.295], [6.292, 6.521, 1.716], [2.571, 5.209, 2.618], [3.154, 3.976, 1.475], [2.873, 5.650, 0.911], [4.534, 2.570, -3.688], [4.474, 3.500, -2.894], [4.187, 1.263, -3.418], [4.286, 0.217, -4.414], [3.706, 0.924, -2.094], [4.886, 2.717, -4.723], [3.295, -0.217, -4.572], [4.971, -0.555, -4.049], [4.661, 0.610, -5.363], [2.809, 1.513, -1.880], [4.477, 1.177, -1.360], [3.471, -0.141, -2.029]], "forces_ev_per_angstrom": [[0.274, 0.435, 1.055], [-1.472, 0.787, -1.081], [-1.627, -0.206, -0.362], [-0.339, -0.043, 0.799], [0.138, -0.856, -0.195], [-1.330, 1.420, -0.847], [1.081, 0.101, 0.043], [-0.170, 0.146, -2.132], [-0.458, -0.688, 1.115], [-0.825, 1.211, 0.080], [1.244, -0.510, 0.662], [0.820, 0.413, -0.208], [0.066, -0.129, -1.321], [-0.312, 1.907, 0.184], [-2.542, -2.342, -2.667], [1.952, 2.323, 1.033], [-0.627, 0.766, -0.044], [3.507, 5.096, -3.695], [-4.630, -5.359, 5.355], [-0.455, 2.019, 0.504], [-3.811, -3.057, 0.232], [6.760, 5.035, 0.669], [1.582, 1.411, 1.717], [-0.615, -0.850, 0.877], [0.873, 0.598, -1.042], [-0.685, 0.540, -0.245], [2.161, 0.176, -0.878], [-0.325, -1.232, 0.769], [-0.508, -4.181, -0.901], [0.791, 1.791, 0.579], [-0.324, -2.594, 1.815], [-0.468, -3.255, -2.692], [1.262, 3.540, 3.716], [-2.486, -6.372, -5.686], [-1.576, -1.696, -1.238], [1.428, -1.352, 1.050], [1.193, 1.235, -1.904], [0.287, -1.860, 1.622], [2.338, 0.400, -0.613], [1.369, 1.894, -1.000], [0.511, -0.037, 2.383], [0.129, 2.298, -1.162], [-1.165, -2.092, -0.602], [1.646, 0.042, 1.924], [-0.833, 2.158, -0.097], [0.479, -2.353, -0.518], [-0.303, -0.286, 2.446], [-1.101, 1.838, 1.476], [0.257, 0.134, -2.264], [1.518, -1.742, -0.815], [0.037, 0.212, 2.288], [-1.732, 1.341, 0.479], [0.303, 0.409, -2.510], [-2.346, -0.167, -0.953], [1.241, -1.683, -1.488], [0.949, 1.152, 1.640], [-2.543, 0.239, 0.479], [-2.207, -1.588, -0.133], [0.368, -0.124, 2.647], [1.104, 1.250, -1.549], [-0.857, -2.151, -1.270], [2.205, 1.233, -0.128], [-0.324, -0.106, -2.327], [-0.331, -2.197, 1.243], [2.349, 0.171, -0.316], [-1.882, 1.475, -0.926], [-1.183, -1.080, 1.883], [0.203, 0.982, 2.153], [1.754, -1.887, 0.399], [1.600, 1.810, 0.648], [-2.121, -0.064, 0.629], [-0.490, 0.975, -2.302], [0.314, 1.898, 0.668], [-1.255, 1.107, 0.690], [0.344, 0.368, -0.694], [0.116, 0.892, 0.381], [-0.556, -1.211, 0.636], [0.074, -0.070, -0.208], [-0.029, -0.304, -0.138], [0.018, 0.129, 0.011], [0.064, 0.089, 0.203], [-0.139, 0.142, 0.117], [0.066, -0.037, -0.184], [0.223, 0.049, -0.058], [-0.065, 0.126, -0.188], [-0.094, -0.191, 0.126], [0.827, -0.124, 0.134], [0.427, 0.514, -0.578], [-1.447, -0.276, 0.230], [0.096, -0.153, 0.152], [-0.135, -0.110, 0.310], [0.099, 0.052, -0.045], [-0.033, 0.219, -0.060], [-0.040, 0.061, -0.216], [0.121, -0.117, 0.111], [0.158, 0.058, 0.114], [0.179, -0.176, -0.135], [-0.240, -0.024, 0.010], [-0.764, 0.174, -0.575], [0.174, 0.558, -0.580], [0.994, -0.554, 1.199], [-0.196, -0.157, 0.053], [0.081, -0.172, 0.156], [-0.002, 0.079, -0.085], [0.165, 0.049, -0.143], [0.090, 0.204, -0.002], [-0.163, -0.080, 0.003], [-0.094, -0.152, -0.194], [-0.124, 0.303, 0.073], [0.139, -0.145, 0.213], [-0.304, -0.688, 0.531], [-0.181, -0.683, -0.219], [0.407, 1.496, -0.538], [-0.065, 0.001, 0.181], [0.154, 0.215, 0.077], [-0.013, -0.103, 0.021], [0.145, -0.139, -0.110], [-0.095, -0.072, -0.199], [-0.047, 0.027, 0.192], [-0.007, -0.137, 0.182], [-0.178, -0.030, 0.060], [0.021, 0.269, -0.169]]}


No. 2
{"formula": "C37H68F2N3O13S4", "method": "ωB97M-V with the def2-TZVPD basis set", "homo_lumo_gap_ev": 7.824, "largest_force_ev_per_a": 11.087, "energy_ha": -4384.5887, "charge": 1, "de_lowest_ev": 2.157, "e_homo_ev": -11.06, "symbols": ["C", "C", "O", "N", "H", "H", "C", "H", "H", "H", "H", "H", "H", "C", "C", "O", "N", "H", "H", "C", "H", "H", "H", "H", "H", "H", "C", "C", "O", "N", "H", "H", "C", "H", "H", "H", "H", "H", "H", "O", "H", "O", "H", "F", "C", "C", "C", "C", "C", "C", "H", "H", "H", "H", "H", "F", "C", "C", "C", "C", "C", "C", "H", "H", "H", "H", "H", "C", "C", "C", "S", "O", "O", "C", "H", "H", "H", "H", "H", "H", "H", "H", "C", "C", "C", "S", "O", "O", "C", "H", "H", "H", "H", "H", "H", "H", "H", "C", "C", "C", "S", "O", "O", "C", "H", "H", "H", "H", "H", "H", "H", "H", "C", "C", "C", "S", "O", "O", "C", "H", "H", "H", "H", "H", "H", "H", "H"], "xyz": [[0.453, -0.002, -1.979], [0.093, 1.001, -0.858], [-0.706, 1.857, -1.034], [0.747, 0.609, 0.432], [1.065, -0.296, 0.400], [1.685, 1.176, 0.794], [0.004, 1.013, 1.635], [-0.431, -0.747, -2.001], [1.382, -0.619, -1.779], [0.442, 0.696, -2.745], [0.092, 2.053, 1.959], [0.078, 0.376, 2.577], [-1.190, 0.988, 1.481], [6.106, 3.380, -0.506], [4.896, 4.139, -0.683], [5.134, 5.347, -0.887], [3.503, 3.483, -0.938], [3.657, 2.819, -1.721], [3.349, 2.845, -0.074], [2.589, 4.520, -1.438], [6.669, 3.711, 0.284], [6.688, 3.303, -1.397], [5.805, 2.200, -0.379], [2.405, 5.250, -0.746], [1.811, 3.779, -1.600], [2.829, 4.944, -2.356], [4.129, -0.047, 3.196], [4.896, -0.583, 1.955], [6.027, -0.965, 2.050], [4.216, -0.500, 0.579], [3.272, -0.852, 0.579], [3.955, 0.538, 0.748], [5.008, -1.000, -0.434], [3.138, -0.023, 2.687], [4.532, 0.864, 3.474], [4.413, -0.573, 4.141], [4.496, -1.062, -1.378], [5.378, -1.998, -0.081], [5.948, -0.516, -0.556], [3.062, 1.793, 0.895], [2.841, 2.340, 1.800], [1.861, -1.742, 0.625], [1.729, -2.555, 0.833], [1.793, 0.550, -8.639], [0.609, 0.692, -7.915], [-0.611, 1.054, -8.538], [-1.811, 1.127, -7.764], [-1.753, 0.713, -6.396], [-0.550, 0.575, -5.742], [0.580, 0.525, -6.497], [-0.735, 1.449, -9.705], [-2.790, 1.246, -8.028], [-2.796, 0.610, -5.755], [-0.586, 0.364, -4.716], [1.619, 0.364, -6.037], [1.229, -6.762, -4.911], [1.390, -5.479, -4.470], [1.847, -5.295, -3.243], [2.039, -3.992, -2.843], [1.998, -2.914, -3.693], [1.741, -3.267, -5.052], [1.492, -4.503, -5.431], [1.913, -5.952, -2.409], [2.105, -3.852, -1.662], [2.522, -2.065, -3.398], [1.781, -2.508, -5.856], [1.380, -4.599, -6.527], [-4.964, -0.657, 3.397], [-4.737, 0.441, 4.448], [-3.841, 1.330, 3.600], [-4.472, 1.314, 1.981], [-3.466, 1.144, 0.960], [-5.468, 2.336, 1.825], [-5.318, -0.249, 2.079], [-5.877, -1.128, 3.954], [-4.136, -1.233, 3.463], [-4.324, 0.076, 5.385], [-5.725, 1.002, 4.602], [-2.953, 0.969, 3.314], [-3.752, 2.418, 4.005], [-4.954, -0.830, 1.186], [-6.360, -0.204, 1.887], [0.941, -2.891, 6.056], [1.523, -2.235, 4.736], [0.481, -2.534, 3.807], [-1.086, -2.359, 4.460], [-1.944, -3.460, 4.235], [-1.503, -0.967, 4.310], [-0.533, -2.579, 6.162], [1.479, -2.498, 7.004], [1.114, -3.946, 6.102], [2.625, -2.518, 4.708], [1.520, -1.336, 4.838], [0.360, -3.768, 3.227], [0.504, -1.978, 2.917], [-1.169, -3.290, 6.507], [-0.877, -1.641, 6.744], [-3.386, 6.414, 0.186], [-3.799, 5.126, -0.551], [-2.738, 4.252, -0.546], [-1.731, 4.509, 0.828], [-0.332, 4.255, 0.684], [-2.417, 4.138, 2.074], [-1.855, 6.183, 0.548], [-4.034, 6.346, 1.088], [-3.688, 7.139, -0.441], [-4.288, 5.417, -1.617], [-4.532, 4.839, -0.003], [-2.287, 4.390, -1.495], [-3.053, 3.318, -0.679], [-1.295, 6.469, -0.530], [-1.526, 6.763, 1.288], [-1.638, -4.612, -0.348], [-2.386, -4.887, 0.996], [-3.330, -3.908, 1.115], [-2.635, -2.461, 0.427], [-2.100, -1.679, 1.422], [-3.703, -2.002, -0.407], [-1.524, -3.116, -0.685], [-2.371, -4.958, -1.041], [-0.721, -5.235, -0.542], [-1.754, -4.920, 1.812], [-2.843, -5.868, 1.228], [-3.408, -3.684, 2.213], [-4.327, -4.205, 0.883], [-0.234, -2.847, -0.261], [-1.618, -2.934, -1.872]], "forces_ev_per_angstrom": [[-0.642, -1.571, 2.920], [0.664, -2.412, -0.288], [0.344, 0.446, 0.869], [-0.845, 6.051, 1.457], [0.727, -4.467, 0.212], [-0.234, -0.444, -2.224], [-5.149, -0.566, 2.227], [1.338, 1.268, -0.246], [-0.994, 0.946, -0.399], [0.269, 0.371, -2.398], [0.832, -0.024, -0.600], [0.627, 0.320, -1.621], [2.599, -0.265, -0.181], [-2.052, -6.715, -0.448], [1.237, 4.928, -2.417], [-2.969, -3.478, 0.905], [4.787, 2.044, -1.186], [0.110, 0.291, 0.586], [-1.287, -0.552, 0.800], [-1.530, -3.772, -0.011], [1.337, 0.752, 1.906], [0.345, 0.631, -0.769], [0.902, 2.598, 0.291], [-0.710, 1.500, 1.904], [-1.579, 1.257, -0.128], [1.141, 0.488, -1.515], [-0.493, -2.308, -2.500], [1.471, -0.553, 1.825], [-0.814, 0.025, -1.001], [0.714, 3.050, 4.539], [-2.192, -2.311, 0.340], [0.125, 0.226, -1.328], [2.196, -2.530, -1.297], [-0.188, 0.178, 2.117], [0.465, 2.541, -0.266], [-1.020, -0.657, -1.186], [-0.316, -0.158, -0.220], [-0.696, 0.429, -0.736], [0.551, 1.041, -0.096], [-1.053, 2.568, 3.608], [1.051, -2.018, -3.224], [1.658, 8.840, -2.223], [-1.179, -8.102, 2.097], [-1.865, 0.319, 1.272], [-1.288, 0.430, 0.382], [-0.944, 1.531, -2.472], [3.633, -2.346, 2.817], [-3.107, 1.112, 0.265], [-1.045, -0.543, -1.128], [4.215, -0.183, -1.377], [0.831, -1.460, 3.235], [-2.038, 0.765, -1.890], [2.865, 0.400, -1.832], [0.408, -0.190, 1.262], [-1.682, 0.130, -0.531], [-0.458, 0.389, 0.176], [1.158, -2.949, -2.790], [-0.697, 0.998, 2.748], [-0.019, 1.347, 3.685], [0.113, -2.489, -1.577], [1.078, 4.526, 1.003], [-1.392, -1.274, -2.231], [-0.138, -1.280, -0.232], [0.467, 0.028, -2.696], [-0.057, 1.931, 0.323], [0.133, -0.282, 0.707], [-0.228, -0.873, 0.920], [-4.594, -2.029, 5.455], [-0.991, 1.759, -2.151], [-1.888, 4.169, 2.451], [-2.475, 0.238, -1.939], [0.886, 0.641, 0.239], [-0.177, 0.965, -0.202], [0.758, 0.321, -3.112], [1.595, -0.484, -1.496], [2.474, -2.290, -0.015], [0.064, 0.044, -0.198], [1.411, -0.707, 0.154], [4.051, -1.738, 0.373], [0.006, -1.788, -1.138], [0.141, 0.236, 1.265], [-1.071, 0.852, 0.152], [1.553, 1.754, 2.424], [1.593, -10.602, 2.822], [-0.407, -5.559, -5.948], [-0.023, 2.698, 3.390], [-1.474, -1.209, -1.516], [-0.038, -0.945, -0.454], [0.183, 3.757, -0.334], [-0.737, -0.463, -1.568], [0.059, -0.703, -0.428], [-1.582, -0.244, -0.998], [0.090, 10.895, 1.495], [0.855, 3.438, 2.187], [0.067, 1.045, -1.338], [-1.377, -2.634, 1.180], [1.166, -1.157, -1.010], [0.948, -3.228, 2.957], [-1.420, 6.019, -4.006], [2.943, -2.018, -2.133], [-0.580, 0.661, 2.021], [1.378, -1.465, -0.139], [0.834, 0.141, -1.732], [-2.385, 1.960, -6.248], [0.796, 0.878, -0.282], [-0.157, 3.374, -1.464], [1.484, -1.016, 2.193], [-5.052, -2.575, 3.027], [2.002, 0.306, -0.505], [-1.157, -4.417, 0.324], [-0.964, -1.007, 3.141], [1.514, 2.234, 3.004], [-0.075, -2.351, -0.674], [3.486, -4.605, -1.249], [-2.816, 3.295, 4.179], [-4.967, -1.233, -3.702], [2.673, 2.878, 3.470], [-0.786, 1.558, -0.714], [6.555, -0.994, -0.607], [-0.415, -0.610, -0.994], [-0.792, 0.849, 0.374], [2.070, 0.716, 1.693], [0.210, -0.130, -1.466], [-0.158, 0.255, -0.761], [-0.658, 0.509, -1.296], [-4.021, -0.143, -1.475], [-0.099, -0.016, 3.190]]}